Record 1
A structure of composition C13H19P2Tc in a non-equilibrium geometry. Source: the Open Molecules 2025 dataset; level of theory: ωB97M-V with the def2-TZVPD basis set.

```
! wB97M-V def2-TZVPD RIJCOSX def2/J DEFGRID3
* xyz 1 4
C 0.51358 0.60943 -1.52055
C 0.08308 -0.12720 -2.61203
C -0.27982 -1.47363 -2.61303
C -0.25897 -2.31632 -1.49838
C 0.13845 -1.95418 -0.21760
Tc 0.56337 -0.07064 0.38065
P 0.54900 2.30522 0.78180
H 0.81576 1.64162 -1.79561
H 0.01483 0.37062 -3.57698
H -0.61723 -1.90589 -3.56579
H 0.15724 -2.81860 0.47574
H -0.58607 -3.33982 -1.68212
H -0.63722 2.96936 1.21368
H 0.77406 3.15372 -0.33234
H 1.45804 2.93095 1.70498
C -1.89868 -1.93173 2.03658
P -0.82328 -0.45699 2.13841
C -1.95749 0.86336 2.76358
C -0.02167 -0.84784 3.76110
C -0.77658 -1.20612 4.88902
C -0.15353 -1.31188 6.13042
C 1.22394 -1.08760 6.25399
C 1.97841 -0.80382 5.10784
C 1.36612 -0.68806 3.85029
H -2.46078 -1.95250 1.09236
H -2.58458 -1.94554 2.88458
H -1.25240 -2.81211 2.09583
H -2.61045 0.41175 3.52671
H -1.36438 1.66034 3.23305
H -2.56324 1.26418 1.94102
H -1.84779 -1.39889 4.81820
H -0.74723 -1.55447 7.01161
H 1.70079 -1.12538 7.23779
H 3.06211 -0.66510 5.18564
H 1.97013 -0.46002 2.96074
*
```

Output
molar mass = 335.24 g/mol
calculated total energy = -1269.86192 Eh
HOMO (spin up / spin down) = -11.72 / -11.69 eV
E_LUMO (spin up / spin down) = -4.7906 / -5.1443 eV

***

Record 2
A cluster of 2 separate species, C13H20B3N3O9 in total in a non-equilibrium geometry. Source: the Open Molecules 2025 dataset; level of theory: ωB97M-V with the def2-TZVPD basis set.

```
! wB97M-V def2-TZVPD RIJCOSX def2/J DEFGRID3
* xyz -2 1
N -0.55350 -2.49087 -2.34129
C 0.39729 -3.36754 -3.14873
N -0.02687 -3.25431 -4.62362
N 0.20660 -4.83043 -2.75659
C 1.96691 -2.86210 -3.05660
B 2.58779 -2.97769 -1.50416
O 3.99628 -3.48284 -1.37997
B 4.73711 -2.70840 -0.35217
O 4.12724 -2.61832 0.99947
B 2.69391 -2.21491 0.82590
C 2.10482 -1.21876 2.04058
C 0.69877 -0.50103 1.59899
C 0.29869 0.83630 2.45971
C 1.54556 1.85877 2.77175
O 1.08939 3.28359 2.86180
C 1.81103 4.08315 1.83261
O 3.14438 4.28532 1.93805
O 1.82172 -2.65284 -0.28142
H -0.39804 -1.47452 -2.52338
H -1.55943 -2.76922 -2.51767
H 0.81774 -3.49466 -5.22464
H -0.15030 -2.22418 -4.76860
H -0.78969 -5.14796 -2.94639
H 0.86478 -5.41943 -3.34608
H 2.60992 -3.61364 -3.72318
H 2.14194 -1.78284 -3.52434
H 5.76566 -2.13677 -0.57768
H 2.98022 -0.48662 2.29998
H 1.85484 -1.95475 2.93408
H 0.65464 -0.28321 0.43374
H -0.16185 -1.30559 1.79022
H -0.31820 0.60284 3.45453
H -0.46484 1.45065 1.77802
H 2.42160 1.77331 1.98862
H 1.98381 1.60384 3.83675
H 1.20880 4.49214 0.89362
C -3.64100 4.62085 0.40236
C -2.90195 3.50122 0.48502
C -3.65532 2.32195 1.09293
O -3.19519 1.18054 1.19753
C -5.03296 2.55426 1.60129
C -5.76770 3.67825 1.53044
C -5.05154 4.82712 0.82547
O -5.56439 5.92447 0.58482
O -6.94414 3.87578 1.96480
O -1.69807 3.32769 0.12210
H -3.19426 5.51087 -0.02662
H -5.46222 1.68051 2.07793
*
```

Output
molar mass = 394.75 g/mol
calculated total energy = -1423.41886 Eh
HOMO = 0.07 eV
ΔE to the lowest compared entry with this formula, charge and spin = 145.0 kcal per mole
E_LUMO = 3.1682 eV

***

Record 3
A structure of composition C13H20BF4OPt. Source: the Open Molecules 2025 dataset; level of theory: ωB97M-V with the def2-TZVPD basis set.

```
! wB97M-V def2-TZVPD RIJCOSX def2/J DEFGRID3
* xyz -1 1
Pt 1.36267 -0.21656 -0.31245
C -3.73477 0.82862 0.64070
C -2.38912 0.52956 1.29423
C -2.59830 0.11147 2.75173
C -1.57536 -0.49212 0.52220
C -1.88360 -0.89012 -0.76555
C -1.10161 -1.82755 -1.45381
C 0.00281 -2.42085 -0.87400
C 0.73887 -3.52102 -1.58915
C 0.31975 -2.06516 0.45777
C -0.43495 -1.07915 1.11616
H -4.29959 1.52267 1.26391
H -4.33253 -0.08079 0.51727
H -3.61433 1.29656 -0.33667
H -1.80819 1.45339 1.28859
H -3.04766 -0.88500 2.81546
H -3.26496 0.81825 3.24771
H -1.66633 0.10217 3.31510
H -2.73653 -0.46242 -1.27379
H -1.36168 -2.08574 -2.47465
H 1.41411 -3.11926 -2.34674
H 0.03905 -4.19051 -2.09136
H 1.33704 -4.10969 -0.89263
H 0.99390 -2.69473 1.02532
H -0.17337 -0.83257 2.13520
C 3.79391 -0.84154 -2.36321
O 3.60984 0.52299 -2.00877
C 2.79216 0.80286 -0.98321
C 3.16694 2.15315 -0.45326
H 4.13044 -0.86079 -3.39913
H 2.85567 -1.38322 -2.23361
H 4.55676 -1.27525 -1.71538
H 4.25393 2.26190 -0.41626
H 2.70309 2.33068 0.51198
H 2.76796 2.91535 -1.13116
F -1.42334 4.02931 0.84568
B -0.16058 3.54423 1.24228
F 0.84954 4.44063 0.85106
F -0.14376 3.38083 2.64218
F 0.06210 2.28943 0.63026
*
```

Output
molar mass = 474.18 g/mol
calculated total energy = -1126.47385 Eh
HOMO = -4.09 eV
ΔE to the lowest compared entry with this formula, charge and spin = 17.5 kcal per mole
E_LUMO = 2.6574 eV

***

Record 4
A structure of composition C13H20BeCaCl9N2NaO9PS in a non-equilibrium geometry. Source: the Open Molecules 2025 dataset; level of theory: ωB97M-V with the def2-TZVPD basis set.

```
! wB97M-V def2-TZVPD RIJCOSX def2/J DEFGRID3
* xyz 1 1
C 0.68807 -1.86232 0.22888
P 0.23019 -1.62455 -1.59065
C -1.61514 -1.37147 -1.83638
C 0.92266 -2.92162 -2.67636
C 0.55886 -4.17284 -2.98725
C -0.55484 -5.03887 -2.51949
C 0.06503 -5.88898 -1.36986
N 1.00063 -6.69811 -1.67017
C 1.52819 -4.70974 -4.00736
O 1.37715 -5.69597 -4.65685
O 2.59784 -3.86665 -4.06892
C 2.20283 -2.70442 -3.46009
O 2.77959 -1.67115 -3.52727
H 1.23802 -0.97140 0.52130
H -0.21125 -1.91076 0.87379
H 1.34434 -2.70758 0.43166
H -2.28269 -2.23239 -1.61351
H -1.75100 -1.16401 -2.89621
H -1.89862 -0.45644 -1.31903
H -0.83062 -5.73271 -3.31404
H -1.42361 -4.48565 -2.16821
H -0.27417 -5.79951 -0.33862
H 1.09440 -6.62003 -2.73144
Cl 0.82446 -7.82587 1.41906
Na -1.71557 -2.92416 0.17779
Be 1.89145 -7.99113 -3.02733
C 2.45271 2.29214 -1.18439
Cl 2.10110 1.08010 -2.40906
Cl 1.73918 3.85644 -1.55779
Cl 1.84576 1.75197 0.39501
H 3.52644 2.41362 -1.12466
O -0.00383 -4.09856 4.93903
S -0.07406 -5.17642 3.97276
O 1.30820 -5.87915 3.92151
O -0.35091 -4.67133 2.62004
O -1.03960 -6.20685 4.37793
Ca 1.87551 -7.77964 4.40787
O 0.40994 2.64781 3.59151
H 0.87913 2.62894 2.73863
H 0.62713 3.52798 3.96097
Cl 2.25391 1.33046 3.45171
C 0.91545 7.71035 -2.09635
Cl 2.61663 7.38036 -1.76447
Cl 0.70718 8.07752 -3.80843
Cl -0.05724 6.28458 -1.68023
Cl 0.37971 9.08269 -1.12490
C -1.31769 5.21608 2.54857
O -0.70902 5.24898 3.60605
N -2.37635 5.97839 2.23461
C -3.02863 5.85885 0.94330
C -2.87341 6.93875 3.20857
H -1.03201 4.52762 1.73432
H -2.98108 6.81518 0.41960
H -4.07317 5.57266 1.07848
H -2.52556 5.10001 0.34740
H -2.08558 7.64914 3.45876
H -3.16808 6.41855 4.11992
H -3.72798 7.47114 2.80027
*
```

Output
molar mass = 802.51 g/mol
calculated total energy = -7029.40397 Eh
HOMO = -9.03 eV
E_LUMO = -7.7314 eV

***

Record 5
A structure of composition C13H20BrNO4Os in a non-equilibrium geometry. Source: the Open Molecules 2025 dataset; level of theory: ωB97M-V with the def2-TZVPD basis set.

```
! wB97M-V def2-TZVPD RIJCOSX def2/J DEFGRID3
* xyz 4 5
Os -0.03574 0.59575 0.08555
C 2.44957 -0.90075 0.23131
C 2.31691 -0.92895 -1.25784
O 1.22932 0.00219 -1.63583
C 0.52155 -0.38659 -2.87015
C -0.96053 -0.21868 -2.68046
O -1.24608 -0.67731 -1.34293
C -2.62054 -0.59828 -0.91834
C -2.64690 -1.06491 0.51737
O -1.42041 -0.62894 1.21887
C -0.74633 -1.71836 1.97327
C 0.71293 -1.39959 2.06148
O 1.06379 -0.94726 0.71172
H 2.91759 0.02003 0.58509
H 3.02632 -1.74346 0.61215
H 2.07333 -1.92346 -1.62725
H 3.25133 -0.60245 -1.71452
H 0.77654 -1.41768 -3.10512
H 0.86097 0.24460 -3.69033
H -1.50043 -0.81466 -3.41793
H -1.28078 0.82208 -2.78816
H -3.25204 -1.24444 -1.53017
H -2.98366 0.42780 -1.02673
H -2.71160 -2.14837 0.58489
H -3.50910 -0.63712 1.02574
H -0.92938 -2.66134 1.46133
H -1.17064 -1.77216 2.97587
H 1.30194 -2.27320 2.34093
H 0.92264 -0.59981 2.77382
Br -2.42843 6.86391 -0.40887
C -1.80067 5.10379 -0.30821
C -2.18658 4.29934 0.76535
C -1.70982 2.99851 0.79134
N -0.88991 2.50535 -0.16804
C -0.52015 3.30794 -1.19537
C -0.95697 4.61879 -1.30876
H -2.82716 4.65895 1.56254
H -1.99468 2.33948 1.60362
H 0.15430 2.90023 -1.93851
H -0.63713 5.22586 -2.14813
*
```

Output
molar mass = 524.44 g/mol
calculated total energy = -3525.87748 Eh
HOMO (spin up / spin down) = -23.39 / -24.12 eV
E_LUMO (spin up / spin down) = -15.1597 / -18.0737 eV

***

Record 6
The ion C13H20N with charge +1 in a non-equilibrium geometry. Source: the Open Molecules 2025 dataset; level of theory: ωB97M-V with the def2-TZVPD basis set.

```
! wB97M-V def2-TZVPD RIJCOSX def2/J DEFGRID3
* xyz 1 1
C 0.19532 0.92914 -3.80825
C 1.20017 0.58354 -2.87459
C -1.16188 0.78546 -3.36045
C 0.87188 0.04700 -1.59141
C -1.45403 0.20125 -2.08217
C -0.45837 -0.11896 -1.15943
C 0.05648 -0.23619 2.73887
C 1.35493 -0.55180 2.03347
C 0.07236 0.01704 1.24462
C 2.56917 0.30110 2.02910
C -0.46721 -2.17128 0.04438
C -2.33267 -0.41015 0.49543
C -0.87150 -0.63585 0.20014
N 0.04882 1.48262 1.02156
H 0.61629 1.34746 -4.65668
H 2.23492 0.73545 -3.30908
H -2.03209 1.08358 -4.00447
H 1.54755 -0.15819 -0.78957
H -2.46588 0.01742 -1.72353
H -0.46180 -0.95580 3.22462
H -0.00660 0.55239 3.37892
H 1.62861 -1.49177 1.76725
H 2.36246 1.14227 2.82950
H 3.02873 0.61223 1.10737
H 3.28624 -0.25030 2.47263
H -1.27654 -2.72286 0.52355
H -0.43688 -2.35072 -0.99563
H 0.45339 -2.49683 0.49628
H -2.55038 -0.40485 1.56887
H -2.65319 0.53996 0.27628
H -2.91393 -1.00175 -0.14523
H 0.85055 2.01849 1.53623
H -0.76668 1.94992 1.43619
H -0.06824 1.61097 0.07524
*
```

Output
molar mass = 190.31 g/mol
calculated total energy = -561.75469 Eh
HOMO = -12.44 eV
ΔE to the lowest compared entry with this formula, charge and spin = 79.9 kcal per mole
E_LUMO = -3.0228 eV